(1)
8
Properties=species:S:1:pos:R:3:forces:R:3:nbo_charge:R:1 method="wB97M-V/def2-TZVPD" total_energy_ev=-8826.620 e_above_lowest_kj_mol=352.0 e_lumo_ev="-0.08 / -0.08" homo_lumo_gap_ev="8.39 / 8.39"
C 0.95682 0.46245 0.72914 2.22 -2.42 0.51 0.444
N -0.35043 2.17278 -0.26100 0.28 -0.54 -1.23 -0.520
N 0.11021 1.08149 0.18726 -0.57 2.58 0.44 -0.107
O 1.49508 -0.76796 0.87966 -0.01 2.65 1.23 -0.640
F -1.19137 -2.25679 -0.69461 0.07 -0.94 3.67 -0.553
H -1.16219 -2.02337 -1.53417 0.03 1.01 -3.67 0.554
H -0.92006 2.65925 0.40971 -0.77 -0.42 0.51 0.331
H 1.06195 -1.32784 0.28400 -1.24 -1.92 -1.46 0.491

=====

(2)
79
Properties=species:S:1:pos:R:3:forces:R:3:lowdin_charge:R:1 method="wB97M-V/def2-TZVPD" total_energy_ev=-61709.280 multiplicity=6 e_lumo_ev="-1.76 / -4.89" homo_lumo_gap_ev="6.53 / 5.51" total_charge=+1
C 2.79159 2.92402 -3.28037 1.27 -0.46 -0.73 -0.023
C 1.73808 2.75220 -2.39716 -0.90 -0.36 -1.08 -0.250
C 0.67215 2.01400 -2.95976 0.62 -0.95 -0.42 -0.244
C 1.01219 0.87417 -3.82110 1.28 1.78 -0.12 -0.162
C 2.16024 0.99409 -4.60622 -2.01 -0.76 0.98 -0.022
C 2.94231 2.11126 -4.43786 0.84 1.41 0.88 -0.052
C 0.02729 -0.08820 -4.07289 0.22 -1.51 0.15 0.002
C -1.28343 0.32499 -3.81128 -2.17 0.82 -0.31 -0.181
C -1.52615 1.45466 -2.97607 0.14 -0.25 0.02 -0.239
C -2.79206 1.66614 -2.40039 0.95 -0.34 -1.42 -0.232
C -3.82078 1.31391 -3.26622 -1.22 -0.41 0.41 -0.022
C -3.58571 0.51766 -4.39978 -1.13 0.18 0.11 -0.072
C -2.38234 -0.11115 -4.56726 1.68 0.00 0.41 -0.019
H 3.52053 3.69733 -3.07676 0.19 -0.02 -0.03 0.113
H 2.18971 0.27093 -5.40183 0.73 0.05 -0.34 0.120
H 3.65890 2.33225 -5.21653 0.33 0.22 0.33 0.110
H 0.27700 -1.16617 -4.17382 -0.20 0.92 -0.34 0.147
H -4.83620 1.65494 -3.02776 0.31 -0.23 -0.22 0.121
H -4.33756 0.36941 -5.16592 -0.28 0.00 0.36 0.110
H -2.08001 -0.76606 -5.37226 -0.75 -0.23 -0.19 0.121
N -0.57416 2.40171 -2.74162 0.33 -1.14 1.78 0.210
Ru -0.15765 -0.07416 -0.06512 0.96 1.69 1.08 0.428
C 1.51910 3.23263 -0.99792 0.37 -1.01 -0.67 -0.225
H 0.56936 3.76436 -0.93875 0.04 0.13 0.18 0.087
H 2.38963 3.82474 -0.73815 -0.08 0.29 0.64 0.093
C -2.78820 2.26324 -1.02886 -0.39 -0.19 -0.85 -0.238
H -2.21692 3.18842 -1.05073 0.08 0.16 0.12 0.087
H -3.83247 2.44373 -0.75330 0.29 0.14 0.45 0.097
P 1.43473 1.67941 0.13708 0.52 2.23 -0.57 0.807
P -1.99048 1.08323 0.19464 -3.66 1.68 1.14 0.704
C -3.53529 0.17363 0.65499 0.20 -0.18 0.02 -0.247
H -3.41718 -0.29764 1.64791 -0.12 0.26 -0.52 0.032
H -4.38283 0.87335 0.67016 0.25 -0.26 0.10 0.053
H -3.71908 -0.61448 -0.09317 -0.05 0.30 0.28 0.054
C -1.86945 2.20919 1.63233 -0.05 0.43 0.39 -0.258
H -2.86602 2.41159 2.04650 0.17 -0.01 -0.12 0.059
H -1.25142 1.76679 2.42670 -0.18 0.14 -0.24 0.028
H -1.42942 3.17257 1.33068 -0.09 -0.36 0.10 0.040
C 3.17249 1.09307 -0.07455 -0.41 0.07 0.00 -0.215
H 3.84415 1.97106 -0.04473 -0.22 -0.51 -0.02 0.068
H 3.40054 0.38753 0.73627 0.21 0.26 -0.51 0.013
H 3.20751 0.59602 -1.05840 0.21 0.15 0.41 0.058
C 1.44684 2.59996 1.72922 0.20 -0.13 0.20 -0.258
H 1.20111 1.92834 2.55828 0.00 0.28 -0.06 0.020
H 2.44476 3.02022 1.90200 -0.18 -0.01 -0.01 0.062
H 0.71666 3.41833 1.70486 0.22 -0.26 -0.04 0.040
H 0.19472 -0.52784 -1.37665 1.13 -1.19 -3.97 -0.055
H -1.50241 -0.83748 -0.46920 -0.07 0.11 -0.41 -0.005
C -2.16979 -2.54142 2.02732 -0.27 0.04 -0.26 -0.134
C -1.08655 -1.69259 2.71952 0.08 -0.02 0.43 -0.500
C -0.80493 -2.29766 4.11098 -0.05 -0.02 0.27 -0.104
P 0.40285 -1.38200 1.61601 -0.05 -1.87 2.03 0.912
C 1.89298 -0.79234 2.57904 0.60 0.89 -0.16 -0.522
C 1.73234 -0.49940 4.08081 -0.08 -0.16 -0.35 -0.105
C 3.18383 -1.60356 2.32885 -0.36 0.17 0.10 -0.107
C 0.87378 -3.00377 0.84673 0.34 0.18 0.64 -0.524
C 0.90155 -4.17533 1.84105 0.22 -0.03 -0.45 -0.089
C 0.01798 -3.26529 -0.37938 0.18 -0.31 -0.22 -0.141
H -1.89664 -3.60979 1.98294 -0.16 0.53 0.10 0.074
H -2.39051 -2.19790 1.00585 0.15 -0.21 0.34 0.034
H -3.11193 -2.44931 2.60561 0.52 -0.13 -0.24 0.097
H -1.48925 -0.66746 2.85076 0.12 -0.44 0.02 0.080
H -0.04995 -3.09862 4.06845 -0.33 0.31 0.08 0.069
H -0.46766 -1.53224 4.82040 -0.13 -0.38 -0.19 0.059
H -1.73485 -2.73602 4.51791 0.39 0.18 -0.20 0.092
H 2.05178 0.19853 2.08928 -0.07 -0.85 0.57 0.006
H 1.68468 -1.43613 4.63809 0.01 0.19 0.09 0.076
H 2.59496 0.07354 4.43536 -0.07 -0.09 -0.09 0.091
H 0.83364 0.08870 4.28239 0.06 -0.06 0.07 0.070
H 3.39000 -1.73503 1.26436 0.04 -0.04 0.14 0.064
H 4.03805 -1.06910 2.76763 -0.23 -0.16 -0.03 0.096
H 3.09642 -2.58373 2.80093 0.23 0.05 -0.08 0.074
H 1.90378 -2.83132 0.48822 -0.40 -0.01 0.14 0.097
H -0.10179 -4.46120 2.15528 0.13 -0.01 0.02 0.064
H 1.35341 -5.02730 1.32838 -0.07 -0.11 0.10 0.091
H 1.51177 -3.96908 2.72321 -0.12 -0.02 -0.07 0.062
H -0.05911 -2.36170 -0.99520 -0.09 -0.35 0.04 -0.007
H 0.52385 -4.01430 -0.98369 -0.12 -0.25 -0.12 0.089
H -0.97904 -3.61908 -0.12635 0.00 0.00 -0.07 0.071

=====

(3)
30
Properties=species:S:1:pos:R:3:forces:R:3:nbo_charge:R:1 method="wB97M-V/def2-TZVPD" total_energy_ev=-27469.339 e_above_lowest_kj_mol=0.0 e_lumo_ev=-8.12 homo_lumo_gap_ev=4.65 total_charge=+1
In -0.57142 1.70223 -1.49167 -0.07 -0.37 0.74 0.928
C 3.50883 -1.37192 -0.53639 -1.23 1.08 0.63 -0.060
C 2.58725 -0.34086 -0.83490 -2.73 1.85 -0.64 0.367
C 3.04912 0.78726 -1.89492 -1.93 0.98 0.20 0.397
O 2.30472 1.78807 -2.09897 2.18 -2.97 0.59 -0.529
C 4.29774 0.49869 -2.64665 -4.08 3.09 0.79 -0.064
C 5.12105 -0.50459 -2.31367 6.32 -2.86 -1.03 0.299
C 4.72140 -1.48381 -1.17140 4.12 -5.26 0.16 0.315
O 5.35695 -2.59580 -0.81493 -1.69 5.04 -2.13 -0.365
O 6.25416 -0.51310 -2.96699 -3.83 -0.83 2.82 -0.351
O 1.42726 -0.31310 -0.35160 2.43 0.31 -1.21 -0.529
H 3.24047 -2.05170 0.25877 0.14 -0.26 -0.02 0.269
H 4.55925 1.20403 -3.42157 0.11 -0.12 -0.26 0.272
C -1.95977 -0.37109 3.12050 -1.78 -1.22 0.79 -0.647
C -1.89502 -0.12782 1.62240 -1.05 -0.93 0.51 -0.086
C -3.23565 0.31803 1.01498 0.58 -0.08 -0.32 -0.068
O -3.06863 0.47129 -0.41421 -0.45 0.16 1.11 -0.577
C -4.33549 0.50366 -1.05509 0.05 -1.22 -1.18 -0.267
N -0.85882 0.82731 1.44900 0.91 1.62 -1.08 -0.852
H -1.00406 -0.41022 3.64318 0.09 0.07 -0.35 0.221
H -2.48455 -1.29688 3.35634 0.20 -0.41 -0.11 0.229
H -2.61726 0.31961 3.64846 0.26 0.68 -0.14 0.220
H -1.63228 -1.05316 1.10974 0.08 -0.05 -0.10 0.202
H -3.66098 1.24190 1.40698 0.38 0.32 0.30 0.180
H -3.98730 -0.43888 1.23905 0.00 -0.31 -0.21 0.192
H -4.10018 0.37029 -2.11100 -0.20 0.63 -0.16 0.196
H -5.01432 1.33639 -0.87112 0.55 0.44 0.19 0.190
H -4.91012 -0.40079 -0.85540 0.01 -0.19 0.51 0.183
H -0.00993 0.41229 1.80572 0.40 -0.11 -0.28 0.372
H -1.08231 1.49269 2.17524 0.25 0.92 -0.11 0.363

=====

(4)
80
Properties=species:S:1:pos:R:3:forces:R:3:lowdin_charge:R:1 method="wB97M-V/def2-TZVPD" total_energy_ev=-1422229.171 e_above_lowest_kj_mol=25.2 multiplicity=2 e_lumo_ev="-2.90 / -8.97" homo_lumo_gap_ev="8.80 / 2.72" total_charge=+1
Br -4.19052 -3.04330 -3.64326 1.40 -0.24 0.56 0.549
C -2.33818 -3.31160 -2.87722 0.17 -0.45 -0.17 -0.701
C -2.01175 -4.79449 -2.62437 -0.52 0.70 0.74 -0.616
Br -0.13433 -4.82910 -1.95870 -0.84 -0.15 -0.26 0.565
H -2.27970 -2.79812 -1.91752 -0.46 0.00 -0.15 -0.037
H -1.57939 -2.84294 -3.50388 -0.50 -0.11 -0.47 0.000
H -2.18079 -5.51472 -3.42486 0.47 0.40 -0.17 0.066
H -2.62300 -5.10500 -1.77698 0.17 -0.18 -0.02 0.035
Br 1.35022 0.79454 -4.38033 -0.54 -1.44 -0.23 0.621
C 0.67740 -1.06397 -4.83880 -0.76 -0.58 0.99 -0.642
C 1.80172 -2.04067 -4.92921 0.76 -0.45 -1.80 -0.605
Br 1.08784 -3.93150 -5.33012 0.52 1.77 0.24 0.556
H 0.08996 -1.01013 -5.75538 0.45 0.33 -0.09 0.068
H 0.00012 -1.50928 -4.11004 -0.20 1.11 0.57 0.006
H 2.52005 -2.14243 -4.11574 -0.56 0.07 0.17 0.024
H 2.33246 -1.70796 -5.82124 0.49 -0.76 -0.02 0.054
Br -2.73096 -0.80729 6.58623 0.07 0.86 -0.26 0.588
C -2.47553 0.78007 5.37831 -1.07 -0.64 0.42 -0.658
C -3.83754 1.27024 4.92231 -0.52 0.12 -0.75 -0.595
Br -3.62005 2.16844 3.11996 -0.09 -0.33 0.88 0.564
H -1.93818 0.30321 4.55857 0.19 0.62 0.20 -0.025
H -1.99634 1.58490 5.93574 0.47 -0.53 -0.23 0.015
H -4.34431 2.01682 5.53378 0.57 0.06 0.13 0.063
H -4.58333 0.48703 4.78626 0.36 -0.12 -0.40 0.013
Br 2.40426 -2.24880 -1.04785 0.17 -0.53 0.82 0.629
C 2.66265 -3.33734 0.60023 1.07 0.17 0.60 -0.623
C 2.20888 -2.55290 1.82461 -0.46 -0.61 -0.33 -0.675
Br 2.77037 -3.56977 3.44466 -0.64 0.39 -0.77 0.620
H 3.70830 -3.59826 0.76343 0.21 0.37 -0.75 0.051
H 2.16884 -4.30254 0.48773 -0.48 0.40 -0.11 0.055
H 1.13343 -2.44396 1.68450 -0.12 -0.06 1.00 0.025
H 2.63807 -1.56596 1.99736 0.23 -0.23 -0.44 -0.029
Br -4.16094 3.14454 -6.68783 0.54 -0.70 1.34 0.546
C -3.56316 2.42524 -4.86426 0.55 0.52 -0.57 -0.622
C -2.68394 1.18671 -5.04194 -1.58 0.40 -0.17 -0.617
Br -2.26495 0.44507 -3.23496 -0.08 0.40 -0.83 0.634
H -4.47904 2.24847 -4.30032 0.23 0.01 -0.15 0.053
H -2.94499 3.21509 -4.43753 -0.46 0.15 0.01 0.049
H -1.80270 1.44268 -5.63016 0.15 -0.39 0.43 0.056
H -3.33574 0.46685 -5.53699 0.62 -0.44 0.06 0.055
Br 5.07129 -0.69239 4.69873 -0.10 1.13 -0.25 0.650
C 4.82848 1.25419 4.55183 -0.49 0.43 -2.66 -0.620
C 4.72743 1.77130 3.04297 0.86 -1.40 1.02 -0.604
Br 3.12169 1.16688 2.07552 0.05 1.21 0.65 0.845
H 5.71209 1.83251 4.82178 -0.08 -0.46 0.95 0.071
H 3.89125 1.51702 5.04236 0.45 0.03 0.40 0.053
H 5.52640 1.35420 2.42998 0.02 -0.25 0.13 0.052
H 4.89401 2.84715 2.98908 -0.75 0.05 -0.07 0.045
Br -0.26931 3.80269 5.01294 -0.45 0.31 -0.77 0.651
C -0.44273 3.93785 3.04835 -0.14 -0.26 -0.01 -0.681
C 0.60015 4.91703 2.47585 -0.66 -0.89 0.63 -0.568
Br 2.37276 4.46639 3.17332 0.17 -0.53 -0.61 0.836
H -1.44744 4.20265 2.71889 -0.08 0.88 0.61 0.041
H -0.48940 2.90102 2.71535 1.15 -0.01 -0.20 -0.031
H 0.43358 5.91416 2.88340 0.06 0.01 -0.06 0.074
H 0.67168 4.94543 1.38857 0.02 -0.16 0.12 0.046
Br -0.52994 0.00912 2.07390 -0.09 -0.13 -1.25 0.633
C -0.57218 -0.15557 0.07167 -0.40 -0.53 0.02 -0.662
C 0.49825 0.64281 -0.58853 -0.34 0.21 0.92 -0.723
Br -0.01813 2.52012 -0.37195 0.46 0.07 -0.28 0.653
H -1.52327 0.16491 -0.35357 -0.28 -0.03 0.71 0.022
H -0.44626 -1.20862 -0.17998 0.08 -0.11 0.40 0.031
H 0.49151 0.39619 -1.65025 0.37 0.26 0.02 -0.004
H 1.43015 0.45451 -0.05544 0.18 0.30 -0.63 -0.033
Br -6.38828 -0.20791 2.33391 -0.14 -0.43 -0.43 0.614
C -5.53853 -1.87187 1.69748 1.45 0.84 0.64 -0.621
C -4.22426 -1.46314 0.97646 -0.96 0.29 -0.45 -0.704
Br -3.08583 -2.98070 0.69737 0.34 -0.65 0.11 0.705
H -6.23593 -2.48727 1.12914 0.19 0.32 -0.04 0.068
H -5.25538 -2.34159 2.63943 -0.21 -0.29 -0.24 0.042
H -3.60807 -0.72869 1.49511 -0.39 -0.14 0.38 0.002
H -4.39493 -1.07210 -0.02657 -0.28 0.01 0.11 0.055
Br 3.91181 3.37711 -1.38369 -0.04 -0.68 -0.42 0.600
C 4.17625 1.47795 -1.89134 -0.09 -0.72 -0.17 -0.667
C 5.55351 1.08251 -1.32952 -1.29 0.20 -0.96 -0.691
Br 5.95956 -0.83569 -1.45537 -0.38 0.50 0.29 0.605
H 4.05324 1.30510 -2.96049 0.31 0.61 -0.06 0.032
H 3.35074 0.90758 -1.46553 0.14 0.16 0.45 0.005
H 5.43223 1.45922 -0.31390 1.28 -0.44 0.13 0.008
H 6.30661 1.51009 -1.99143 0.12 0.38 0.82 0.053